C13H17BrN3NaO2P as an isolated structure, computed with ωB97M-V/def2-TZVPD.

CARTESIAN COORDINATES (ANGSTROEM)
1 Br -1.03 -3.82 3.96
2 P 1.43 0.28 -1.60
3 Na -0.21 -1.96 -3.40
4 O 0.16 -2.16 -1.00
5 O -1.74 -1.41 -1.89
6 N 0.00 2.42 -0.44
7 N 2.41 2.80 -0.71
8 N 1.54 1.29 1.02
9 C 0.22 1.88 0.90
10 C -1.24 -2.81 1.43
11 C -3.17 -2.74 0.06
12 C -0.11 1.39 -1.52
13 C -1.80 -2.54 0.16
14 C -3.89 -3.39 1.04
15 C 2.57 1.72 -1.72
16 C 1.00 3.38 -0.78
17 C -1.08 -2.00 -1.01
18 C 1.67 0.06 0.20
19 C -3.35 -3.74 2.26
20 C 2.54 2.27 0.80
21 C -2.03 -3.37 2.44
22 H 3.04 3.55 -0.85
23 H -3.67 -2.47 -0.87
24 H -0.23 1.89 -2.46
25 H -0.15 -2.71 1.55
26 H 0.15 2.71 1.61
27 H 0.91 4.28 -0.17
28 H 0.84 3.61 -1.82
29 H -0.54 1.17 1.17
30 H 3.54 1.82 0.85
31 H 2.66 -0.35 0.33
32 H -4.99 -3.58 0.89
33 H -0.96 0.78 -1.26
34 H -3.93 -4.23 3.02
35 H 2.46 2.21 -2.68
36 H 3.61 1.37 -1.59
37 H 0.99 -0.69 0.66
38 H 2.38 3.11 1.43

Output
- Calculated total energy: -3897.7989 hartree
- Net charge: +1
- HOMO energy: -10.8 eV
- Kohn-Sham gap: 7.7 eV


C12H11N4O3S2W as an isolated structure, computed with ωB97M-V/def2-TZVPD.

CARTESIAN COORDINATES (ANGSTROEM)
1 W 0.34 0.52 0.38
2 S 0.88 4.13 -2.29
3 S 0.03 0.91 2.59
4 O 2.29 0.74 0.57
5 O -0.75 -0.85 -0.56
6 O 1.41 -1.17 0.81
7 N -2.07 0.59 0.45
8 N -3.92 1.83 1.30
9 N 0.24 2.00 -0.66
10 N -4.15 -0.06 -0.07
11 C 1.62 0.61 4.77
12 C 0.53 2.97 -1.41
13 C -3.27 -1.01 -0.76
14 C -1.97 -0.45 -0.32
15 C 1.54 0.39 3.40
16 C 3.76 -0.53 4.77
17 C -3.45 0.83 0.59
18 C -5.63 -0.11 -0.14
19 C 2.58 -0.29 2.73
20 C 2.75 0.14 5.44
21 C 2.25 -0.35 1.31
22 C 3.69 -0.76 3.40
23 H -3.30 2.46 1.79
24 H 2.82 0.30 6.51
25 H -3.42 -2.03 -0.42
26 H -5.92 -1.08 -0.52
27 H 4.62 -0.89 5.33
28 H -4.91 2.00 1.38
29 H 0.84 1.12 5.30
30 H 4.49 -1.27 2.88
31 H -6.04 0.00 0.86
32 H -3.39 -0.97 -1.85
33 H -6.00 0.67 -0.81

Output
- Calculated total energy: -1771.0662 hartree
- Net charge: +3
- HOMO energy: -18.6 eV
- Kohn-Sham gap: 5.6 eV


A 3-piece molecular cluster, C4H9NOS overall, computed with ωB97M-V/def2-TZVPD.

CARTESIAN COORDINATES (ANGSTROEM)
1 S -0.60 0.56 -3.31
2 O -0.20 -0.56 2.46
3 N -2.31 0.54 -0.29
4 C 2.70 -0.48 0.78
5 C -1.13 -0.32 1.66
6 C -1.52 0.80 0.90
7 C 2.12 -0.37 -0.45
8 H -0.80 -0.81 -3.31
9 H -1.66 -1.20 1.25
10 H 2.76 -0.22 -1.36
11 H 2.26 -0.23 1.72
12 H 3.76 -0.79 0.80
13 H 1.05 -0.25 -0.51
14 H -1.40 1.82 1.22
15 H -1.81 0.52 -1.20
16 H -3.21 0.99 -0.37

Output
- Calculated total energy: -685.4562 hartree
- Net charge: +1
- HOMO energy (spin up / spin down): -13.1 / -13.1 eV
- 2S+1: 2
- Kohn-Sham gap (spin up / spin down): 7.0 / 4.1 eV


C18H19N3O3S as an isolated structure, computed with ωB97M-V/def2-TZVPD.

CARTESIAN COORDINATES (ANGSTROEM)
1 S -1.06 2.12 -2.22
2 O -2.89 2.76 0.55
3 O -2.61 -1.34 0.24
4 O -0.84 -2.51 0.38
5 N 1.39 1.95 -1.05
6 N 0.86 1.12 1.97
7 N 0.58 -0.20 -1.93
8 C -3.26 -2.31 0.02
9 C 3.46 1.04 -0.18
10 C -0.21 2.20 1.54
11 C 3.68 -1.40 -0.53
12 C 2.49 -1.35 -1.53
13 C -1.18 1.33 0.74
14 C 4.27 -0.13 -0.18
15 C 1.43 -1.22 2.35
16 C -3.42 -2.48 -1.41
17 C 0.51 1.44 -1.80
18 C 0.51 -0.09 1.55
19 C -1.35 -1.43 0.53
20 C -0.02 3.51 1.67
21 C -2.18 1.61 -0.02
22 C -0.64 -0.11 0.81
23 C -2.33 1.29 -1.46
24 C 1.88 -0.31 -1.42
25 C 2.28 0.89 -1.03
26 H -3.34 1.60 -1.64
27 H 1.50 -1.40 3.34
28 H 4.36 -2.40 -0.52
29 H 2.00 -2.49 -1.53
30 H 0.72 4.06 0.97
31 H -2.58 -2.73 -1.85
32 H 1.68 1.48 2.30
33 H 5.26 -0.14 0.17
34 H 1.06 -2.12 1.67
35 H 2.35 -0.94 1.86
36 H -3.92 -1.73 -1.94
37 H -0.04 -0.49 -2.38
38 H -2.16 0.07 -1.40
39 H 0.24 3.68 2.66
40 H 3.95 1.85 -0.11
41 H -4.24 -2.02 0.40
42 H -1.03 3.80 1.42
43 H -2.92 -3.23 0.46
44 H -4.26 -3.25 -1.49

Output
- Calculated total energy: -1484.9575 hartree
- HOMO energy: -8.2 eV
- Kohn-Sham gap: 7.7 eV


C25H33BeO2S as an isolated structure, computed with ωB97M-V/def2-TZVPD.

CARTESIAN COORDINATES (ANGSTROEM)
1 S 0.81 1.83 2.58
2 O -0.28 0.38 -4.17
3 O 1.49 -0.58 -2.58
4 C -0.22 1.47 -5.12
5 C -0.60 0.10 -1.48
6 C 0.72 -1.32 2.77
7 C 0.00 -0.55 -5.26
8 C 0.78 1.86 4.29
9 C 1.73 0.68 -1.95
10 C 1.51 1.09 6.48
11 C -2.50 -1.19 3.11
12 C -0.13 2.86 6.31
13 C 0.41 1.26 -1.38
14 C 0.09 0.58 -6.31
15 C 1.61 1.04 5.09
16 C -3.03 -1.21 1.79
17 C 0.13 -2.50 2.16
18 C 0.73 -2.70 0.91
19 C -2.13 0.90 2.15
20 C 1.76 -1.71 0.74
21 C 1.80 -0.90 1.88
22 C 0.19 -1.04 -2.14
23 C -1.92 0.10 3.34
24 C 1.31 -1.27 -5.16
25 C -0.06 2.81 4.92
26 C -1.13 -1.53 -5.52
27 C -2.83 0.06 1.21
28 C 0.63 1.98 7.09
29 Be -0.45 0.10 2.01
30 H 1.45 -1.81 -6.12
31 H 2.41 0.49 -1.11
32 H 0.09 2.12 -1.99
33 H 0.52 2.00 8.18
34 H 1.31 -2.00 -4.34
35 H -0.60 -3.14 2.63
36 H 1.10 0.68 -6.70
37 H -0.61 3.50 4.28
38 H 2.35 0.39 4.61
39 H 0.60 2.17 -4.90
40 H 0.55 1.61 -0.35
41 H -1.24 -2.24 -4.69
42 H -1.19 1.99 -5.19
43 H -1.46 0.37 -2.11
44 H 2.46 -1.67 -0.09
45 H -0.67 0.56 -7.10
46 H -3.23 0.40 0.25
47 H -1.62 0.49 4.31
48 H -2.08 -1.00 -5.68
49 H -0.33 -1.47 -2.99
50 H 2.23 1.38 -2.64
51 H -0.86 -2.10 -6.42
52 H 2.11 -0.54 -5.01
53 H 2.14 0.43 7.09
54 H 0.52 -3.51 0.22
55 H -0.96 -0.22 -0.49
56 H -0.78 3.61 6.77
57 H 0.67 -1.09 3.83
58 H -2.03 1.99 2.10
59 H 2.55 -0.14 2.09
60 H 0.38 -1.84 -1.41
61 H -2.59 -1.99 3.85
62 H -3.60 -2.03 1.35

Output
- Calculated total energy: -1535.7821 hartree
- Net charge: -1
- HOMO energy: -3.8 eV
- Kohn-Sham gap: 6.3 eV


An isolated ion of composition C9H15N4O and charge +1, computed with ωB97M-V/def2-TZVPD.

CARTESIAN COORDINATES (ANGSTROEM)
1 O 2.98 -0.08 -1.65
2 N -1.53 -0.46 0.24
3 N 1.29 -0.52 -0.12
4 N 0.37 2.56 -0.07
5 N 4.48 -1.20 1.13
6 C 0.70 -0.97 1.13
7 C -0.65 -0.25 1.39
8 C 3.54 -0.73 0.68
9 C -2.90 0.18 0.41
10 C 0.45 -0.73 -1.24
11 C 1.48 2.40 0.20
12 C 2.58 -0.02 -0.31
13 C -0.96 -0.04 -1.02
14 C 2.73 1.69 0.32
15 H -0.96 -0.66 2.31
16 H -2.77 1.22 0.55
17 H 1.42 -0.62 1.89
18 H 0.53 -2.08 1.12
19 H 0.21 -1.76 -1.33
20 H -0.98 1.14 -1.11
21 H -3.10 -0.32 1.37
22 H 3.49 2.06 -0.38
23 H -0.49 0.86 1.56
24 H 3.91 0.22 -1.68
25 H -1.61 -0.29 -1.86
26 H -3.53 -0.12 -0.41
27 H 0.92 -0.50 -2.25
28 H 2.91 1.61 1.36
29 H -1.45 -1.48 0.26

Output
- Structure (SMILES): C[NH+]1CCN([C@](O)(C#N)CC#N)CC1
- Calculated total energy: -645.8476 hartree
- Net charge: +1
- HOMO energy: -12.7 eV
- Kohn-Sham gap: 9.8 eV


> Among the records above, which one has the highest calculated total energy?

C9H15N4O